No. 1
This record from the Open Molecules 2025 dataset describes C44H33N8O6SSe2Y as an isolated structure at a distorted geometry. The level of theory is the ωB97M-V functional and the def2-TZVPD basis.

ORCA input file:
```
! wB97M-V def2-TZVPD RIJCOSX def2/J DEFGRID3
* xyz -2 1
Y -0.892 0.555 -0.411
Se -4.570 -1.538 2.640
Se -3.252 -1.546 -0.479
C -4.406 -0.039 -0.680
C -5.662 -0.084 -1.268
C -6.317 1.116 -1.469
C -5.730 2.296 -1.037
C -4.501 2.228 -0.411
N -3.835 1.084 -0.242
C -2.813 -2.322 2.735
C -2.695 -3.598 3.336
C -1.398 -4.095 3.574
C -0.299 -3.477 3.055
C -0.497 -2.320 2.147
N -1.759 -1.644 2.254
H -6.088 -1.027 -1.570
H -7.279 1.132 -1.968
H -6.209 3.254 -1.195
H -4.009 3.119 -0.034
H -3.578 -4.091 3.714
H -1.269 -4.978 4.202
H 0.714 -3.826 3.255
H 0.305 -1.609 2.232
N 7.235 -4.742 -5.020
C 6.345 -4.190 -4.543
C 5.230 -3.497 -3.947
C 5.291 -3.059 -2.625
C 4.217 -2.397 -2.059
C 3.039 -2.146 -2.778
C 3.002 -2.596 -4.107
C 4.073 -3.254 -4.686
C 1.882 -1.448 -2.168
C 1.226 -2.072 -1.035
C 1.661 -3.366 -0.511
C 0.729 -3.788 0.358
C -0.285 -2.763 0.492
N 0.089 -1.695 -0.454
C 1.421 -0.288 -2.790
C 2.054 0.312 -4.005
C 1.425 1.443 -4.281
C 0.383 1.662 -3.229
N 0.444 0.499 -2.365
H 6.194 -3.232 -2.053
H 4.283 -2.041 -1.038
H 2.094 -2.440 -4.677
H 4.014 -3.604 -5.710
H 2.543 -3.905 -0.822
H 0.723 -4.707 0.925
H -1.290 -3.127 0.282
H 2.887 -0.115 -4.542
H 1.586 2.130 -5.102
H 0.600 2.548 -2.629
O 0.497 2.424 -0.313
C 0.492 3.606 0.177
C 1.369 4.593 -0.360
C 1.462 5.863 0.159
C 0.685 6.236 1.260
C -0.190 5.305 1.787
C -0.327 4.012 1.268
C -1.320 3.091 1.836
N -1.551 1.817 1.530
C -2.594 1.381 2.337
C -2.999 2.393 3.133
N -2.186 3.472 2.806
H 1.976 4.288 -1.206
H 2.144 6.580 -0.288
H 0.763 7.228 1.691
H -0.781 5.604 2.647
H -2.960 0.365 2.294
H -3.777 2.447 3.876
H -2.242 4.388 3.201
N 1.095 0.472 1.299
C 1.743 0.663 2.213
C 2.505 0.744 3.433
C 3.870 0.994 3.417
C 4.578 1.008 4.610
C 3.925 0.770 5.810
C 2.561 0.518 5.820
C 1.845 0.504 4.633
H 4.366 1.174 2.471
H 5.644 1.196 4.601
H 4.482 0.772 6.740
H 2.052 0.315 6.754
H 0.782 0.284 4.617
C -2.006 -2.820 -2.777
C -3.290 -2.153 -2.365
O -4.257 -2.069 -3.070
H -2.128 -3.282 -3.756
H -1.715 -3.564 -2.030
H -1.215 -2.065 -2.807
O -1.817 2.517 -1.700
S -2.166 1.753 -2.901
O -3.248 2.256 -3.688
O -2.230 0.337 -2.546
O -0.896 1.872 -3.876
*
```

- HOMO-LUMO gap (eV) = 3.9

=====

No. 2
This record from the Open Molecules 2025 dataset describes C44H34N4O2PRhS2Se as an isolated structure at a distorted geometry. The level of theory is the ωB97M-V functional and the def2-TZVPD basis.

ORCA input file:
```
! wB97M-V def2-TZVPD RIJCOSX def2/J DEFGRID3
* xyz 2 1
Rh -0.016 0.093 0.084
S -4.441 4.973 2.534
C -3.676 6.417 3.001
C -2.309 6.298 3.058
C -1.864 5.020 2.720
C -2.896 4.148 2.390
C -2.854 2.802 1.920
C -1.660 2.209 1.482
N -1.578 1.018 0.911
C -2.755 0.277 0.809
C -4.007 0.773 1.287
C -5.151 -0.090 1.162
C -5.054 -1.337 0.653
C -3.806 -1.852 0.169
C -3.618 -3.119 -0.329
C -2.335 -3.522 -0.800
C -1.297 -2.565 -0.761
N -1.450 -1.355 -0.272
C -2.677 -0.975 0.226
C -2.110 -4.846 -1.261
C -0.934 -5.452 -1.704
C -1.101 -6.791 -2.035
C -2.397 -7.233 -1.855
S -3.430 -6.017 -1.280
C -4.054 2.037 1.820
H -4.267 7.282 3.228
H -1.661 7.113 3.329
H -0.828 4.733 2.750
H -0.731 2.749 1.601
H -6.102 0.291 1.506
H -5.923 -1.976 0.588
H -4.437 -3.820 -0.354
H -0.311 -2.814 -1.128
H 0.010 -4.945 -1.784
H -0.313 -7.430 -2.391
H -2.780 -8.219 -2.033
H -4.986 2.457 2.166
O 3.162 -2.197 -1.044
C 2.654 -1.110 -0.907
O 1.406 -0.867 -0.839
C 3.580 0.121 -0.837
C 4.897 -0.081 -1.244
C 5.812 0.953 -1.173
C 5.418 2.192 -0.691
C 4.111 2.398 -0.292
C 3.173 1.365 -0.369
P 1.483 1.810 0.194
C 1.071 3.174 -0.935
C 0.315 4.287 -0.572
C -0.013 5.247 -1.513
C 0.387 5.093 -2.830
C 1.109 3.971 -3.207
C 1.444 3.010 -2.272
C 1.869 2.398 1.877
C 2.107 1.360 2.781
C 2.375 1.632 4.107
C 2.410 2.949 4.544
C 2.216 3.984 3.643
C 1.948 3.717 2.310
H 5.184 -1.059 -1.604
H 6.831 0.787 -1.488
H 6.132 2.999 -0.628
H 3.808 3.363 0.089
H -0.023 4.418 0.443
H -0.587 6.111 -1.217
H 0.129 5.843 -3.560
H 1.410 3.847 -4.235
H 2.000 2.134 -2.582
H 2.097 0.339 2.408
H 2.565 0.831 4.806
H 2.597 3.166 5.583
H 2.289 5.006 3.979
H 1.808 4.536 1.617
C 2.829 -3.001 3.408
N 1.988 -2.268 4.311
C 2.203 -2.105 5.644
C 1.164 -1.378 6.139
N 0.326 -1.108 5.101
C -0.909 -0.382 5.181
C 0.838 -1.650 3.976
Se 0.016 -1.705 2.296
H 3.439 -3.701 3.973
H 3.484 -2.329 2.852
H 2.214 -3.555 2.698
H 3.055 -2.519 6.146
H 0.966 -1.060 7.143
H -1.239 -0.348 6.215
H -1.667 -0.881 4.578
H -0.781 0.638 4.812
*
```

- energy above the lowest of the compared OMol25 structures with the same formula, charge and spin (kJ/mol) = 223.2
- HOMO-LUMO gap (spin up / spin down) (eV) = 4.2 / 4.2

=====

No. 3
This record from the Open Molecules 2025 dataset describes C44H35AlN6O2SSi as an isolated structure. The level of theory is the ωB97M-V functional and the def2-TZVPD basis.

ORCA input file:
```
! wB97M-V def2-TZVPD RIJCOSX def2/J DEFGRID3
* xyz 0 1
Al -0.162 0.644 0.673
C 3.694 -5.743 6.041
O 2.563 -5.017 5.600
C 1.792 -5.580 4.633
C 2.052 -6.814 4.050
C 1.194 -7.297 3.067
C 0.115 -6.553 2.632
C -0.161 -5.328 3.254
C 0.670 -4.846 4.241
N -0.690 -7.183 1.611
N -1.220 -6.553 0.681
C -1.010 -5.137 0.525
C -2.108 -4.327 0.527
C -1.980 -2.928 0.511
C -0.745 -2.330 0.439
O -0.615 -1.025 0.555
C 0.413 -3.162 0.284
N 1.626 -2.565 0.104
C 2.690 -3.319 -0.010
C 2.656 -4.725 0.019
C 1.451 -5.342 0.178
C 0.278 -4.570 0.330
H 4.169 -5.133 6.803
H 4.399 -5.914 5.223
H 3.407 -6.704 6.475
H 2.897 -7.413 4.356
H 1.370 -8.269 2.622
H -1.025 -4.745 2.970
H 0.473 -3.889 4.708
H -3.088 -4.781 0.624
H -2.853 -2.296 0.609
H 3.637 -2.803 -0.141
H 3.569 -5.292 -0.094
H 1.387 -6.423 0.181
N 1.477 0.244 -0.523
C 2.555 1.188 -0.437
C 3.846 0.950 -0.796
C 4.812 1.978 -0.679
C 4.469 3.219 -0.224
C 3.135 3.487 0.171
C 2.674 4.730 0.665
C 1.369 4.865 1.041
C 0.508 3.752 0.958
N 0.904 2.591 0.492
C 2.193 2.454 0.079
H 1.120 0.194 -1.477
H 1.710 -0.735 -0.245
H 4.133 -0.021 -1.182
H 5.834 1.774 -0.970
H 5.210 4.005 -0.150
H 3.366 5.560 0.747
H 0.986 5.800 1.423
H -0.519 3.817 1.305
C -5.672 -1.433 -0.898
C -5.775 -0.688 0.268
C -4.797 0.249 0.587
C -3.698 0.456 -0.249
C -3.616 -0.307 -1.420
C -4.589 -1.238 -1.747
Si -2.322 1.692 0.129
C -2.886 2.703 1.631
C -3.248 4.053 1.587
C -3.599 4.744 2.742
C -3.594 4.096 3.969
C -3.236 2.755 4.038
C -2.880 2.072 2.883
C -2.315 2.840 -1.385
C -3.497 3.457 -1.817
C -3.520 4.270 -2.942
C -2.358 4.479 -3.675
C -1.178 3.866 -3.281
C -1.164 3.059 -2.149
H -6.432 -2.164 -1.146
H -6.617 -0.836 0.932
H -4.892 0.821 1.503
H -2.769 -0.171 -2.089
H -4.500 -1.819 -2.657
H -3.257 4.576 0.636
H -3.879 5.789 2.683
H -3.864 4.633 4.870
H -3.221 2.242 4.992
H -2.589 1.028 2.959
H -4.419 3.280 -1.271
H -4.448 4.735 -3.254
H -2.376 5.109 -4.555
H -0.273 4.014 -3.858
H -0.232 2.589 -1.853
S 0.701 0.785 2.828
C 0.125 -0.703 3.397
N -0.264 -1.716 3.794
*
```

- energy above the lowest of the compared OMol25 structures with the same formula, charge and spin (kJ/mol) = 50.9
- HOMO-LUMO gap (eV) = 6.4